The following is a DFT calculation (ωB97M-V/def2-TZVPD) of a molecular structure, C22H43CoN2P3Se.

The geometry in XYZ format:
```
72
C22H43CoN2P3Se, DFT ωB97M-V/def2-TZVPD
Co -0.5772 -0.0780 0.4903
P -2.6061 -0.0664 -0.0110
P 0.0059 -2.1604 0.3930
P -0.0838 2.2361 0.3498
H 2.4173 -0.8374 -0.9954
C 2.4102 0.0765 -0.3809
C 3.2808 0.1540 0.7758
H 3.7213 -0.7525 1.1589
C -3.1794 -0.2806 -1.7342
C -3.5377 -1.4154 0.8531
C -3.6154 1.3851 0.5144
C 1.6854 -2.8946 0.3104
C -0.6682 -3.2210 1.7444
C -0.7252 -2.9306 -1.1010
C 1.5385 3.0865 0.3196
C -0.8801 3.2869 1.6372
C -0.7824 2.8252 -1.2386
H 2.3763 0.9200 -1.0858
H 3.0688 0.9496 1.4736
H -4.2748 -0.3394 -1.8376
H -2.7460 -1.1917 -2.1688
H -2.8211 0.5517 -2.3527
H -4.6226 -1.3752 0.6666
H -3.3721 -1.3290 1.9337
H -3.1723 -2.3993 0.5415
H -4.6843 1.2719 0.2766
H -3.2539 2.2929 0.0253
H -3.5280 1.5332 1.5955
H 1.5729 -3.9641 0.0782
H 2.2094 -2.7824 1.2697
H 2.2973 -2.4460 -0.4780
H -0.7249 -4.2610 1.3897
H -1.6653 -2.8994 2.0675
H 0.0116 -3.1810 2.6057
H -0.3194 -3.9483 -1.1874
H -0.4320 -2.3396 -1.9856
H -1.8192 -2.9707 -1.0258
H 1.3768 4.1387 0.0331
H 2.2333 2.6325 -0.3915
H 1.9974 3.0651 1.3167
H -0.7684 4.3548 1.3986
H -0.3853 3.1050 2.5998
H -1.9461 3.0672 1.7528
H -0.4202 3.8434 -1.4391
H -1.8775 2.8342 -1.2220
H -0.4438 2.1528 -2.0429
C 1.2759 0.0017 -4.8141
C 2.6393 -0.1633 -4.4180
C 3.6695 -0.0514 -5.3586
C 3.3800 0.2217 -6.7028
C 2.0369 0.4475 -7.1005
C 1.0082 0.3472 -6.1819
Se -0.0628 -0.2068 -3.5788
H 1.2748 0.0705 0.2255
H 2.8509 -0.3786 -3.3588
H 4.7011 -0.1835 -5.0173
H 4.1826 0.2684 -7.4344
H 1.8162 0.7050 -8.1315
H -0.0350 0.5266 -6.4552
N 0.0528 -0.1652 6.7913
C -0.0180 -0.1312 5.4386
C 1.0025 -0.6480 4.6142
C 0.8761 -0.5662 3.2270
N -0.2499 -0.0976 2.6217
C -1.2349 0.4118 3.4098
C -1.1499 0.4326 4.8057
H 0.8446 -0.5529 7.2673
H -0.6711 0.2241 7.3661
H 1.8974 -1.0866 5.0586
H 1.7032 -0.8523 2.5584
H -2.1025 0.8436 2.8861
H -1.9586 0.8836 5.3884
```

## Properties
E_HOMO (spin up / spin down) ... -16.0678 / -16.0661 eV
Lowest unoccupied orbital energy (spin up / spin down) ... -9.592 / -12.041 eV
Total charge ... +3
E_tot ... -157303.211 eV
2S+1 ... 5



The following is a DFT calculation (ωB97M-V/def2-TZVPD) of C5H6N2 in the gas phase.

The geometry in XYZ format:
```
13
C5H6N2, DFT ωB97M-V/def2-TZVPD
C 1.6785 -0.3211 1.2446
C 1.0821 -1.4991 1.0980
C -0.9992 0.4448 0.2360
C -1.1134 0.7373 -1.2503
C 0.6029 -0.4078 0.2085
N 0.2203 0.4615 -1.8462
N 1.0157 -0.1208 -1.1391
H 2.4633 0.2317 1.7100
H 0.9039 -2.4637 1.4201
H -1.0319 1.3425 0.8266
H -1.6395 -0.1914 0.6767
H -1.9790 -0.0021 -1.6267
H -1.2037 1.7883 -1.5584
```

## Properties
E_HOMO ... -8.6297 eV
Lowest unoccupied orbital energy ... 0.950 eV
Total charge ... 0
E_tot ... -8257.368 eV
SMILES ... C1=CC12CCN=N2



The following is a DFT calculation (ωB97M-V/def2-TZVPD) of 2 unconnected molecules or ions with the total composition C4H12O.

The geometry in XYZ format:
```
17
C4H12O, DFT ωB97M-V/def2-TZVPD
C -0.1388 -1.2654 -0.3513
C 0.5668 -1.5870 -1.6296
O 0.1113 -1.9951 0.7305
H -0.0561 -0.3338 0.1670
H -1.2533 -1.3596 -0.5843
H 1.1962 -2.5524 -1.6018
H 1.0187 -2.4146 0.6130
H 1.3132 -0.7526 -1.7561
H -0.2152 -1.7346 -2.3766
C 0.2078 2.0987 1.1129
C -0.8324 2.6040 0.2155
H 0.9715 2.7968 0.9604
H -0.0906 1.9243 2.0996
H 0.7542 1.2040 0.6975
H -0.8514 3.6128 -0.0298
H -1.8131 2.4426 0.6359
H -0.6848 2.0261 -0.7535
```

## Properties
E_HOMO ... -9.4918 eV
Lowest unoccupied orbital energy ... 0.977 eV
Total charge ... 0
E_tot ... -6387.898 eV
SMILES ... CCO.CC



Copy entry 3 word for word.
The following is a DFT calculation (ωB97M-V/def2-TZVPD) of 2 unconnected molecules or ions with the total composition C4H12O.

The geometry in XYZ format:
```
17
C4H12O, DFT ωB97M-V/def2-TZVPD
C -0.1388 -1.2654 -0.3513
C 0.5668 -1.5870 -1.6296
O 0.1113 -1.9951 0.7305
H -0.0561 -0.3338 0.1670
H -1.2533 -1.3596 -0.5843
H 1.1962 -2.5524 -1.6018
H 1.0187 -2.4146 0.6130
H 1.3132 -0.7526 -1.7561
H -0.2152 -1.7346 -2.3766
C 0.2078 2.0987 1.1129
C -0.8324 2.6040 0.2155
H 0.9715 2.7968 0.9604
H -0.0906 1.9243 2.0996
H 0.7542 1.2040 0.6975
H -0.8514 3.6128 -0.0298
H -1.8131 2.4426 0.6359
H -0.6848 2.0261 -0.7535
```

## Properties
E_HOMO ... -9.4918 eV
Lowest unoccupied orbital energy ... 0.977 eV
Total charge ... 0
E_tot ... -6387.898 eV
SMILES ... CCO.CC